14
Properties=species:S:1:pos:R:3:forces:R:3:mulliken_spin:R:1 method="wB97M-V/def2-TZVPD" multiplicity=2 charge=+2 energy_ha=-553.43004
Tl 0.515681 3.028940 0.232621 0.198 1.041 0.133 0.000
O -0.025872 0.657122 -0.120010 0.031 -0.352 -0.322 0.008
O -1.006434 -1.009461 1.043200 -0.290 -0.286 -0.292 -0.002
O -0.097614 -1.501397 -0.840969 -0.787 1.499 1.181 0.123
C 1.217383 -1.961977 -2.708183 -0.049 3.860 -0.300 0.308
C -1.734224 -0.171068 1.973159 -0.216 0.480 0.534 -0.001
C 1.067731 -1.597161 -1.358178 1.973 -4.891 -2.917 0.488
C -0.372906 -0.470311 0.084682 -0.455 -0.819 0.726 0.007
H 1.776258 -2.535552 -1.103255 -0.397 1.564 1.344 0.004
H 0.341003 -1.885985 -3.356202 -0.076 -1.114 -0.101 0.056
H 2.207853 -1.824093 -3.144895 -0.006 -0.844 0.085 0.009
H -2.368886 0.519957 1.408381 0.110 -0.182 0.148 0.000
H -2.337280 -0.862947 2.563146 0.163 0.198 -0.127 0.000
H -1.017693 0.363911 2.605239 -0.198 -0.152 -0.091 0.000

20
Properties=species:S:1:pos:R:3:forces:R:3:lowdin_charge:R:1 method="wB97M-V/def2-TZVPD" multiplicity=1 charge=-2 energy_ha=-1119.97892
S 1.767666 -0.984262 -2.745738 -1.265 -2.146 -4.270 0.371
O -4.052830 0.351635 1.842736 0.528 0.010 -0.217 -0.083
O 2.816926 -0.195277 -3.383054 -0.041 0.756 0.072 -0.405
O 0.691761 -1.411376 -3.733635 1.302 1.515 2.057 -0.450
O -2.632694 -1.350231 0.815495 1.790 1.576 0.135 -0.015
O -2.448950 1.799331 2.427324 0.502 -0.590 -0.613 -0.042
O 2.328600 -2.160479 -2.117762 0.224 -0.480 1.221 -0.391
C -0.579908 -0.181751 1.030064 -0.426 0.594 -0.840 -0.059
C 1.069320 0.015285 -1.498953 0.267 0.790 0.690 -0.183
C -1.909376 -0.190954 1.184647 0.048 -2.077 -0.066 -0.222
C 1.903681 0.373885 -0.527965 0.849 -1.103 0.376 -0.177
C -2.838086 0.757720 1.855127 -1.551 1.588 1.425 -0.643
C 0.380646 0.870058 1.349969 2.621 -0.600 -0.268 -0.068
C 1.651651 0.992386 0.776489 -3.832 -1.010 -1.157 -0.088
H -3.479883 -0.966591 1.122092 -1.379 -0.352 0.056 0.024
H 0.226946 1.410345 2.259013 -0.409 0.392 0.424 0.079
H -0.282770 -1.035383 0.434940 0.639 -0.018 0.028 0.117
H 2.427567 1.576095 1.174492 0.683 0.870 0.764 0.057
H 2.878017 -0.063955 -0.735705 0.458 0.395 0.527 0.092
H 0.081717 0.393518 -1.529575 -1.009 -0.110 -0.342 0.088